[1]
This record from the OMol25 dataset describes an isolated molecule of C8H16N2OS. The level of theory is ωB97M-V/def2-TZVPD.

Properties
Relative energy (zero: lowest compared OMol25 entry of this formula, charge and spin) (kJ/mol): 214.3
SMILES string: C[S@@](=N)(=O)/N=C/C1CCCCC1
Orbital gap (eV): 10.273
HOMO (eV): -9.54
Total energy (eV): -24414.235
Charge: 0
Maximum force (eV/A): 6.4

Last column: Mulliken charge in e.
CARTESIAN COORDINATES (ANGSTROEM)
C: 3.5280 -1.6503 -1.3316  -0.95
S: 1.8888 -1.4241 -1.9091  1.01
N: 2.1179 -0.7910 -3.2614  -0.69
O: 1.1320 -2.6304 -1.7024  -0.65
N: 1.5989 -0.3257 -0.6287  -0.43
C: 0.5756 -0.3365 0.0912  -0.60
C: 0.1732 0.7114 1.0496  0.69
C: -0.5913 1.8661 0.3732  -1.00
C: -1.8454 1.3421 -0.3007  -0.27
C: -2.7715 0.8880 0.8122  -0.85
C: -2.1138 -0.3634 1.5064  -0.74
C: -0.6958 -0.0932 2.0430  -0.69
H: 3.6588 -2.2138 -0.3877  0.35
H: 4.2489 -2.2449 -1.9931  0.34
H: 4.0377 -0.6986 -1.0410  0.32
H: 1.6584 0.0870 -3.4203  0.26
H: -0.1543 -1.1952 -0.2289  0.39
H: 1.1463 1.2326 1.3645  0.29
H: 0.1830 2.3756 -0.4511  0.28
H: -0.7337 2.7285 0.9677  0.47
H: -1.6866 0.4604 -1.0925  0.14
H: -2.3615 2.2633 -0.8857  0.27
H: -3.0672 1.6883 1.4855  0.39
H: -3.7642 0.7363 0.4063  0.37
H: -2.8060 -0.6828 2.4464  0.30
H: -2.1539 -1.0516 0.7811  0.38
H: -0.7698 0.4983 3.0393  0.34
H: -0.4327 -1.1763 2.2680  0.30

***

[2]
This record from the OMol25 dataset describes a structure of composition C27H46BF7N3O5Si3. The level of theory is ωB97M-V/def2-TZVPD.

Properties
Relative energy (zero: lowest compared OMol25 entry of this formula, charge and spin) (kJ/mol): 0.0
Orbital gap (eV): 7.833
HOMO (eV): -6.55
Total energy (eV): -86794.971
Charge: -1
Maximum force (eV/A): 2.5

Last column: Mulliken charge in e.
CARTESIAN COORDINATES (ANGSTROEM)
C: 1.8176 -2.1603 3.0174  -0.65
O: 2.8706 -1.3950 2.4539  -0.24
C: 2.4148 -0.0608 2.2796  0.74
C: 3.3705 0.9766 2.9112  -0.87
C: 4.7793 0.9383 2.2823  -0.78
C: 4.7487 1.3227 0.7565  -0.16
C: 4.7805 0.0787 -0.1858  -1.13
C: 3.6103 -0.0319 -1.1850  -0.14
C: 3.2295 1.2892 -1.9119  -1.16
C: 2.0188 2.0452 -1.2619  0.38
C: 0.7607 2.0073 -2.1603  -0.56
Si: -0.8055 2.6705 -1.3252  0.20
C: -1.7407 3.6299 -2.7038  -0.88
O: -2.0625 4.9899 -2.3384  -0.21
N: -1.4466 5.9151 -3.1683  0.13
O: -1.7617 6.9929 -2.8360  -0.33
N: -0.3706 3.7032 0.0308  -0.29
C: 0.2808 4.7020 -0.2644  0.64
O: 1.0404 5.5829 -0.4915  -0.53
O: -1.6933 1.3183 -0.9118  0.15
Si: -2.9905 1.5271 0.1449  -0.13
C: -4.3209 2.7436 -0.4501  -0.42
C: -5.1053 3.2109 0.7796  -0.37
N: -6.2370 2.7455 1.0938  -0.60
C: -2.4793 2.0588 1.9012  -0.73
C: -1.1400 1.4789 2.3727  -0.22
F: -1.2310 0.1436 2.7399  -0.30
C: -3.8761 -0.1821 0.3715  1.16
F: -5.2244 -0.0446 0.0826  -0.35
F: -3.7953 -0.5696 1.6920  -0.31
C: -3.2533 -1.2858 -0.4954  -0.84
C: -3.5262 -2.7117 0.0789  -0.52
Si: -2.9404 -4.0049 -1.2088  -0.26
C: -4.3242 -4.2208 -2.4809  -1.05
C: -2.5467 -5.5903 -0.2620  -1.14
C: -1.3555 -3.2527 -1.9636  0.58
C: -1.4534 -2.3500 -3.0178  -0.05
C: -0.2810 -1.7882 -3.5068  -0.49
C: 0.9342 -2.1328 -2.9415  -0.21
C: 1.0198 -3.0433 -1.9095  -0.65
C: -0.1392 -3.6233 -1.4001  -0.56
H: 0.9395 -2.1805 2.3407  0.21
H: 2.1672 -3.1794 3.2264  0.23
H: 1.4886 -1.7371 3.9838  0.29
H: 2.3923 0.1511 1.1935  -1.01
H: 1.3780 0.0664 2.6334  0.37
H: 2.8799 1.9606 2.7792  0.31
H: 3.3844 0.7662 3.9913  0.47
H: 5.3331 1.7573 2.7716  0.43
H: 5.2662 -0.0364 2.4134  0.15
H: 3.8756 1.9810 0.6230  -0.09
H: 5.6386 1.9505 0.5859  0.48
H: 4.7175 -0.8038 0.4736  0.36
H: 5.7661 0.0622 -0.6719  0.45
H: 2.6937 -0.4700 -0.7635  0.09
H: 3.9400 -0.7337 -1.9746  0.46
H: 4.0934 1.9750 -1.9253  0.46
H: 3.0248 1.0765 -2.9760  0.43
H: 2.3635 3.0876 -1.1531  0.14
H: 1.8317 1.6173 -0.2665  -0.19
H: 0.9376 2.4887 -3.1359  0.51
H: 0.5820 0.9384 -2.3948  -0.02
H: -1.0823 3.6913 -3.5880  0.58
H: -2.6293 3.0728 -3.0418  0.42
H: -4.9969 2.2235 -1.1428  0.41
H: -3.9346 3.6629 -0.9167  0.26
H: -4.6192 4.0245 1.3497  0.37
H: -6.5637 3.2362 1.9287  0.27
H: -2.3777 3.1577 1.8490  0.42
H: -3.3240 1.8548 2.5726  0.65
H: -0.3132 1.6400 1.6676  -0.21
H: -0.8510 2.0225 3.2901  0.42
H: -3.7413 -1.2801 -1.4847  0.19
H: -2.1778 -1.0934 -0.5645  0.27
H: -2.8905 -2.8446 0.9689  0.29
H: -4.5846 -2.8580 0.3351  0.58
H: -4.0015 -4.7726 -3.3750  0.35
H: -4.8006 -3.2604 -2.7262  0.32
H: -5.1158 -4.8371 -2.0166  0.32
H: -3.4499 -5.9951 0.2212  0.33
H: -2.1213 -6.3821 -0.8969  0.35
H: -1.8245 -5.3633 0.5356  0.34
H: -2.4184 -2.0601 -3.4345  0.35
H: -0.3185 -1.0609 -4.3203  0.37
H: 1.8625 -1.6834 -3.2962  0.30
H: 1.9619 -3.3186 -1.4337  0.40
H: -0.0856 -4.3413 -0.5832  0.27
B: 5.6282 -2.3270 4.3554  0.54
F: 4.5571 -3.2402 4.4884  -0.40
F: 6.8266 -2.9383 4.7823  -0.38
F: 5.7529 -1.9408 2.9980  -0.36
F: 5.3730 -1.1804 5.1438  -0.43

***

[3]
This record from the OMol25 dataset describes a structure of composition C31H36F5FeO2S. The level of theory is ωB97M-V/def2-TZVPD.

Properties
Relative energy (zero: lowest compared OMol25 entry of this formula, charge and spin) (kJ/mol): 0.0
Expectation value of S²: 6.015
Orbital gap (spin up / spin down) (eV): 6.903 / 7.440
Multiplicity: 5
HOMO (spin up / spin down) (eV): -4.24 / -4.78
Total energy (eV): -95639.527
Charge: -1
Maximum force (eV/A): 0.4

Last column: Mulliken charge in e.
CARTESIAN COORDINATES (ANGSTROEM)
Fe: 0.0388 -0.4105 0.4918  2.01
C: -0.4350 -1.9172 -1.4345  -0.61
C: 0.2960 -0.8299 -1.9792  0.58
C: 1.5797 -0.8258 -1.3321  -0.43
C: 1.5595 -1.9052 -0.4021  -0.44
C: 0.3177 -2.5843 -0.4550  0.15
C: -0.0524 -3.8738 0.2485  1.98
C: -1.5694 -4.0798 0.2196  -1.92
C: 0.6203 -5.0420 -0.4915  -1.80
C: 0.4130 -3.8841 1.7045  -1.69
C: 2.8414 0.0423 -1.4784  2.07
C: 4.0070 -0.5832 -0.6938  -2.16
C: 3.3147 0.1330 -2.9355  -1.97
C: 2.6670 1.4554 -0.8973  -1.70
C: -0.2955 -0.0110 -3.1272  2.48
C: 0.2841 -0.4862 -4.4705  -1.65
C: -0.0949 1.5002 -2.9735  -1.65
C: -1.8159 -0.2354 -3.2133  -2.25
H: -1.4543 -2.1570 -1.6908  0.32
H: 2.3796 -2.1764 0.2435  0.78
H: -1.9310 -4.2301 -0.8002  0.31
H: -2.0867 -3.2132 0.6384  0.34
H: -1.8413 -4.9623 0.8057  0.46
H: 0.2641 -5.0993 -1.5227  0.33
H: 0.4047 -5.9942 0.0051  0.47
H: 1.7035 -4.9044 -0.5166  0.30
H: -0.0549 -3.0814 2.2760  0.17
H: 1.4924 -3.7386 1.7839  0.28
H: 0.1610 -4.8427 2.1682  0.51
H: 4.2327 -1.5919 -1.0485  0.36
H: 3.7973 -0.6221 0.3759  0.25
H: 4.8984 0.0346 -0.8322  0.50
H: 3.4270 -0.8634 -3.3701  0.35
H: 4.2863 0.6347 -2.9732  0.50
H: 2.6324 0.7019 -3.5628  0.23
H: 2.4910 1.3999 0.1776  0.14
H: 1.8309 1.9933 -1.3374  0.13
H: 3.5793 2.0390 -1.0656  0.52
H: 1.3617 -0.3487 -4.5389  0.17
H: -0.1843 0.0614 -5.2958  0.45
H: 0.0754 -1.5500 -4.6040  0.34
H: 0.9522 1.7874 -3.0048  0.19
H: -0.5160 1.8491 -2.0263  0.14
H: -0.6048 2.0270 -3.7855  0.58
H: -2.0484 -1.2324 -3.5952  0.31
H: -2.2521 0.4934 -3.9015  0.47
H: -2.2902 -0.1200 -2.2418  0.30
C: -0.3685 3.8630 1.9447  -2.06
C: -0.7233 2.6405 1.1256  0.48
O: 0.1442 1.7777 1.0069  -0.10
C: -2.0538 2.5128 0.5501  0.72
C: -2.8910 3.6408 0.4603  -0.73
C: -4.1581 3.5751 -0.0625  -0.88
C: -4.6403 2.3256 -0.4863  -0.55
C: -3.8654 1.2007 -0.3988  -0.74
C: -2.5283 1.2390 0.0991  -0.18
O: -1.8539 0.1493 0.1383  -0.04
H: 0.6241 3.7103 2.3619  0.36
H: -1.0949 4.0071 2.7467  0.42
H: -0.3676 4.7674 1.3337  0.48
H: -2.5142 4.5950 0.8068  0.32
H: -4.7740 4.4612 -0.1394  0.38
H: -5.6460 2.2462 -0.8847  0.40
H: -4.2421 0.2351 -0.7126  0.48
F: -0.9606 2.7303 6.6939  -0.35
C: -0.3923 1.9858 5.7310  0.79
C: 0.9840 1.9177 5.6163  0.11
F: 1.7502 2.6111 6.4738  -0.33
C: 1.5613 1.1459 4.6257  0.22
F: 2.8999 1.1310 4.5632  -0.37
C: 0.8108 0.4111 3.7052  0.59
S: 1.5569 -0.5254 2.4454  -0.53
C: -0.5744 0.4967 3.8673  -0.17
F: -1.3825 -0.1918 3.0501  -0.46
C: -1.1729 1.2670 4.8465  -0.13
F: -2.5092 1.3180 4.9512  -0.35